Record 1
57
Properties=species:S:1:pos:R:3 method="wB97M-V/def2-TZVPD" relative_energy_ev=0.1440 homo_energy_ha="-0.424 / -0.443" spin_multiplicity=6 s2=8.77 total_charge=+1 orbital_gap_ev="8.55 / 7.86"
Ru -0.15 -0.42 -0.06
N -1.28 -2.41 0.57
C -0.53 -3.66 0.33
C -0.44 -3.94 -1.15
C 0.40 -2.95 -1.93
O 0.80 -3.20 -3.04
O 0.66 -1.79 -1.34
H -1.35 -2.23 1.56
H -2.23 -2.47 0.20
H -1.01 -4.50 0.84
H 0.46 -3.54 0.76
H -1.44 -3.95 -1.61
H -0.02 -4.93 -1.33
N -1.74 -0.80 -3.16
C -0.84 0.18 -3.27
N -0.61 0.66 -4.49
C 0.24 1.68 -4.55
N 0.52 2.19 -5.76
N 0.84 2.27 -3.49
C 0.55 1.70 -2.34
N -0.25 0.66 -2.14
C 1.18 2.29 -1.12
C 1.81 3.52 -1.16
C 2.36 4.01 0.01
C 2.28 3.26 1.17
C 1.64 2.04 1.12
N 1.10 1.56 0.00
H -2.08 -1.23 -4.01
H -1.92 -1.24 -2.28
H 0.11 1.77 -6.57
H 1.17 2.94 -5.84
H 1.85 4.06 -2.10
H 2.86 4.98 0.01
H 2.72 3.61 2.09
H 1.57 1.40 1.98
C -0.90 2.32 3.21
As -1.06 0.42 3.29
C -2.89 -0.09 3.28
C -0.37 -0.11 4.98
O -0.14 -0.39 2.12
H -1.74 2.76 3.74
H -0.91 2.64 2.17
H 0.03 2.61 3.69
H -3.40 0.45 4.07
H -2.94 -1.16 3.49
H -3.34 0.14 2.31
H -0.92 0.40 5.77
H 0.69 0.16 5.04
H -0.48 -1.18 5.09
O -3.42 -0.38 -0.02
N -2.33 0.14 -0.17
O -1.99 1.13 0.54
Cl 3.27 -3.93 0.21
C 3.46 -2.23 -0.22
Cl 2.56 -1.15 0.89
H 3.06 -2.06 -1.21
H 4.50 -1.97 -0.13

***

Record 2
94
Properties=species:S:1:pos:R:3 method="wB97M-V/def2-TZVPD" homo_energy_ha=-0.424 total_charge=+1 orbital_gap_ev=8.32
C 2.63 1.34 4.19
B 2.24 1.72 2.75
O 2.63 1.02 1.67
S 1.27 3.30 2.31
C 0.32 3.92 3.72
C -0.61 2.89 4.32
C -1.80 2.59 3.41
F -1.60 3.08 2.16
Br -3.40 3.52 4.08
C -2.04 1.05 3.33
F -1.58 0.47 4.46
F -3.34 0.71 3.20
Br -1.07 0.36 1.81
H 1.79 1.18 4.86
H 3.29 2.05 4.69
H 3.17 0.40 4.14
H 1.94 0.53 1.21
H 0.34 2.87 1.44
H 1.01 4.31 4.46
H -0.24 4.77 3.34
H -0.06 1.98 4.54
H -0.97 3.26 5.27
C 0.42 -3.92 0.07
C -0.16 -2.54 -0.13
O 0.84 -1.51 0.02
H 0.87 -4.00 1.06
H -0.34 -4.69 -0.02
H 1.21 -4.12 -0.66
H -0.93 -2.33 0.62
H -0.61 -2.45 -1.12
H 1.52 -1.67 -0.64
C 3.44 2.76 -1.60
C 3.11 4.23 -1.55
O 2.49 4.58 -0.29
H 2.54 2.16 -1.47
H 3.90 2.50 -2.56
H 4.14 2.48 -0.80
H 2.41 4.49 -2.33
H 4.01 4.83 -1.68
H 3.11 4.37 0.40
C -2.01 -0.37 -3.06
C -1.37 -0.91 -4.33
O -1.15 -2.30 -4.26
H -1.37 -0.60 -2.20
H -2.15 0.71 -3.11
H -2.98 -0.84 -2.89
H -0.39 -0.44 -4.49
H -2.00 -0.67 -5.20
H -2.01 -2.72 -4.15
C 3.92 1.95 -6.56
C 2.79 2.55 -5.73
O 3.17 3.78 -5.11
H 4.80 1.78 -5.93
H 3.63 1.01 -7.01
H 4.22 2.64 -7.36
H 2.51 1.87 -4.93
H 1.91 2.71 -6.36
H 3.41 4.39 -5.81
C 0.84 7.66 1.79
C 1.96 8.28 0.97
O 3.02 7.35 0.75
H 1.23 7.30 2.75
H 0.04 8.37 1.98
H 0.42 6.80 1.26
H 2.40 9.12 1.51
H 1.58 8.64 0.02
H 2.65 6.60 0.27
C -1.07 -3.88 5.07
C -0.83 -3.03 6.31
O 0.04 -1.93 6.03
H -0.13 -4.25 4.68
H -1.72 -4.72 5.30
H -1.55 -3.29 4.28
H -0.34 -3.62 7.08
H -1.78 -2.66 6.71
H -0.38 -1.40 5.35
C -2.28 -8.05 2.40
C -1.96 -7.27 1.14
O -0.64 -6.72 1.18
H -2.19 -7.42 3.27
H -3.30 -8.45 2.36
H -1.59 -8.89 2.52
H -2.64 -6.43 1.03
H -2.06 -7.91 0.25
H -0.02 -7.45 1.26
C -4.65 -5.12 -6.31
C -4.53 -4.23 -5.09
O -3.65 -3.13 -5.32
H -3.67 -5.50 -6.60
H -5.32 -5.96 -6.12
H -5.05 -4.56 -7.16
H -4.12 -4.79 -4.25
H -5.51 -3.85 -4.79
H -4.00 -2.62 -6.05

***

Record 3
59
Properties=species:S:1:pos:R:3 method="wB97M-V/def2-TZVPD" homo_energy_ha=-0.374 smiles="COCc1c(C[C@H](O)C(F)(F)F)c(CCO)n[n+]([PH2]=N)c1CCCCn1cccc1" total_charge=+1 orbital_gap_ev=5.40
C -2.54 1.95 -0.47
O -1.35 1.63 -1.28
C -0.84 0.27 -1.02
C 0.59 0.22 -0.21
C 1.84 1.27 -0.39
C 1.74 2.50 -1.49
C 1.57 1.87 -2.99
O 2.31 0.57 -3.00
C 2.21 2.77 -4.20
F 1.24 2.72 -5.35
F 2.47 4.19 -3.86
F 3.46 2.09 -4.69
C 3.22 1.12 0.48
C 4.54 2.13 0.30
C 4.24 3.66 0.82
O 2.92 3.81 1.48
N 3.32 0.03 1.47
N 2.27 -0.82 1.60
P 2.54 -2.10 2.88
N 3.50 -1.39 4.02
C 0.94 -0.95 0.94
C -0.19 -2.13 1.25
C -1.17 -1.79 2.52
C -2.78 -1.83 2.18
C -3.30 -3.19 1.44
N -4.06 -2.80 0.15
C -5.34 -1.98 0.11
C -5.88 -1.78 -1.43
C -4.78 -2.58 -2.35
C -3.66 -3.19 -1.27
H -3.39 1.15 -0.57
H -2.27 2.21 0.66
H -2.98 2.96 -0.92
H -1.70 -0.31 -0.44
H -0.63 -0.21 -2.08
H 0.83 3.20 -1.24
H 2.69 3.19 -1.51
H 0.44 1.66 -3.18
H 1.63 -0.16 -2.83
H 4.83 2.12 -0.84
H 5.42 1.63 0.91
H 4.27 4.35 -0.13
H 5.10 3.94 1.60
H 3.10 3.85 2.47
H 1.33 -2.46 3.57
H 3.30 -3.21 2.37
H 4.41 -1.90 4.10
H 0.35 -3.18 1.32
H -0.88 -2.21 0.28
H -0.96 -2.59 3.37
H -0.83 -0.75 2.98
H -3.10 -0.82 1.63
H -3.34 -1.78 3.23
H -4.11 -3.76 2.10
H -2.45 -3.98 1.23
H -5.76 -1.61 1.14
H -6.83 -1.17 -1.74
H -4.82 -2.70 -3.52
H -2.72 -3.86 -1.56

***

Record 4
55
Properties=species:S:1:pos:R:3 method="wB97M-V/def2-TZVPD" homo_energy_ha="-0.281 / -0.329" spin_multiplicity=2 s2=0.75 orbital_gap_ev="8.12 / 9.42"
C 3.37 2.49 0.52
C 2.26 2.62 -0.51
C 2.69 1.92 -1.82
C 0.99 2.03 0.11
C -0.32 2.27 -0.63
O -1.32 2.31 0.39
S -0.64 0.81 -1.71
C -0.30 3.56 -1.45
C 0.66 4.64 -0.95
C 0.21 5.23 0.39
C 0.75 5.76 -1.98
N 2.03 4.07 -0.80
O 2.92 4.90 -0.42
H 3.13 3.04 1.43
H 4.31 2.87 0.13
H 3.48 1.43 0.77
H 1.90 1.30 -2.25
H 3.56 1.28 -1.64
H 2.97 2.66 -2.57
H 0.86 2.48 1.10
H 1.16 0.97 0.29
H -2.17 2.54 -0.01
H -1.65 1.37 -2.40
H -0.09 3.34 -2.50
H -1.30 4.01 -1.41
H 0.88 6.04 0.68
H 0.20 4.49 1.19
H -0.80 5.63 0.29
H -0.14 6.39 -1.94
H 0.84 5.36 -3.00
H 1.62 6.37 -1.77
C 0.17 -2.97 2.76
C 0.21 -1.61 2.11
O 1.26 -1.02 1.92
N -0.98 -1.07 1.76
C -2.29 -1.67 1.88
H 1.20 -3.27 2.97
H -0.39 -2.95 3.69
H -0.30 -3.69 2.10
H -0.93 -0.16 1.33
H -2.75 -1.80 0.90
H -2.95 -1.04 2.49
H -2.22 -2.65 2.33
C -0.71 -6.57 0.71
C -1.84 -5.70 0.19
O -2.02 -4.57 0.59
N -2.64 -6.24 -0.77
C -2.58 -7.55 -1.37
H -0.17 -6.00 1.46
H -1.10 -7.48 1.17
H -0.03 -6.85 -0.09
H -3.37 -5.61 -1.08
H -2.42 -7.48 -2.45
H -3.49 -8.11 -1.19
H -1.75 -8.11 -0.95

***

Record 5
77
Properties=species:S:1:pos:R:3 method="wB97M-V/def2-TZVPD" relative_energy_ev=1.1540 homo_energy_ha="-0.020 / 0.006" total_charge=-2 orbital_gap_ev="4.68 / 3.97"
Li 0.86 -0.01 -0.38
O 0.29 6.03 -0.23
C 0.28 4.65 -0.17
C -0.52 3.97 0.71
C -0.50 2.55 0.69
N 0.36 1.88 -0.15
C 1.11 2.59 -0.99
C 1.11 3.97 -1.07
C 2.02 1.75 -1.91
O 2.60 2.32 -2.84
O 2.07 0.50 -1.61
C -1.37 1.83 1.54
O -2.08 2.27 2.45
O -1.39 0.39 1.27
H -0.34 6.34 0.43
H -1.18 4.48 1.40
H 1.74 4.49 -1.78
C -6.33 -0.59 1.65
C -5.32 -0.31 2.59
C -4.03 -0.09 2.18
C -3.70 -0.15 0.81
C -2.36 0.06 0.36
C -2.04 -0.14 -0.96
C -3.05 -0.48 -1.90
C -4.34 -0.64 -1.50
C -4.70 -0.48 -0.14
C -6.03 -0.68 0.32
H -7.35 -0.74 1.98
H -5.56 -0.28 3.65
H -3.25 0.14 2.90
H -1.02 -0.06 -1.30
H -2.77 -0.64 -2.93
H -5.11 -0.91 -2.22
H -6.80 -0.90 -0.41
F 5.39 -6.67 0.32
C 5.11 -5.73 1.28
F 5.01 -6.49 2.42
F 6.25 -5.01 1.42
C 3.93 -4.92 0.99
C 3.99 -3.49 0.92
C 2.85 -2.77 0.68
C 1.58 -3.40 0.52
C 1.55 -4.84 0.56
C 2.69 -5.56 0.79
P 0.16 -2.43 0.06
C -1.19 -3.06 1.15
C -2.53 -2.94 0.78
C -3.55 -3.23 1.67
C -3.24 -3.64 2.96
C -1.91 -3.75 3.35
C -0.90 -3.45 2.46
C -4.33 -4.01 3.90
F -5.47 -3.32 3.67
F -4.00 -3.79 5.19
F -4.67 -5.32 3.82
C -0.33 -3.14 -1.56
C -1.03 -4.33 -1.76
C -1.23 -4.85 -3.03
C -0.71 -4.20 -4.14
C 0.02 -3.02 -3.96
C 0.21 -2.51 -2.70
C -0.95 -4.72 -5.51
F -1.26 -6.03 -5.52
F 0.11 -4.56 -6.32
F -1.99 -4.09 -6.12
H 4.94 -2.99 1.06
H 2.92 -1.69 0.61
H 0.61 -5.36 0.41
H 2.64 -6.64 0.82
H -2.78 -2.60 -0.22
H -4.59 -3.12 1.37
H -1.68 -4.06 4.36
H 0.14 -3.53 2.76
H -1.45 -4.85 -0.91
H -1.79 -5.77 -3.17
H 0.44 -2.52 -4.83
H 0.80 -1.60 -2.57

***

Record 6
70
Properties=species:S:1:pos:R:3 method="wB97M-V/def2-TZVPD" homo_energy_ha=-0.490 total_charge=+2 orbital_gap_ev=5.89
F -5.17 -1.42 -2.41
C -5.84 -0.76 -3.46
F -7.22 -0.77 -3.41
C -5.04 -0.14 -4.43
F -5.19 -0.49 -5.81
C -4.00 0.99 -3.96
C -3.00 1.24 -5.18
N -2.02 2.39 -4.95
C -2.51 3.68 -5.55
C -3.53 4.49 -4.65
C -2.72 4.91 -3.31
C -2.28 3.53 -2.61
C -1.52 2.50 -3.54
H -3.47 0.58 -3.04
H -4.63 1.88 -3.66
H -3.50 1.30 -6.20
H -2.33 0.31 -5.23
H -1.19 2.12 -5.52
H -3.06 3.41 -6.52
H -1.60 4.29 -5.89
H -4.47 3.93 -4.36
H -3.87 5.46 -5.16
H -3.34 5.57 -2.62
H -1.76 5.43 -3.65
H -3.23 3.09 -2.14
H -1.61 3.79 -1.73
H -1.46 1.49 -3.00
H -0.43 2.85 -3.61
C 1.30 3.01 1.81
C 2.45 2.86 0.83
O 2.52 1.57 0.21
C 1.66 1.30 -0.93
O 1.79 2.21 -1.83
C 0.15 1.02 -0.54
F 0.08 0.29 0.62
F -0.47 0.26 -1.48
F -0.59 2.10 -0.35
H 1.15 2.10 2.40
H 1.50 3.84 2.50
H 0.37 3.24 1.30
H 3.38 2.94 1.40
H 2.47 3.67 0.10
H 2.00 0.29 -1.20
O 3.14 0.67 2.81
C 2.81 -0.48 2.88
O 1.54 -0.90 3.19
C 1.53 -2.33 3.29
C 2.72 -2.80 2.49
C 3.71 -1.67 2.69
H 1.60 -2.61 4.35
H 0.59 -2.71 2.89
H 3.10 -3.77 2.81
H 2.45 -2.87 1.43
H 4.32 -1.81 3.59
H 4.35 -1.54 1.81
O 1.75 -0.02 5.86
H 2.56 0.14 6.35
H 2.02 0.04 4.93
Ca 1.98 -0.86 -0.29
N 3.71 -5.88 4.39
C 2.50 -6.33 4.02
C 1.62 -6.97 4.88
C 2.01 -7.16 6.19
C 3.26 -6.72 6.60
C 4.07 -6.09 5.67
H 2.24 -6.16 2.98
H 0.65 -7.30 4.52
H 1.35 -7.66 6.89
H 3.60 -6.85 7.62
H 5.05 -5.72 5.94

***

What did the fourth record say?
55
Properties=species:S:1:pos:R:3 method="wB97M-V/def2-TZVPD" homo_energy_ha="-0.281 / -0.329" spin_multiplicity=2 s2=0.75 orbital_gap_ev="8.12 / 9.42"
C 3.37 2.49 0.52
C 2.26 2.62 -0.51
C 2.69 1.92 -1.82
C 0.99 2.03 0.11
C -0.32 2.27 -0.63
O -1.32 2.31 0.39
S -0.64 0.81 -1.71
C -0.30 3.56 -1.45
C 0.66 4.64 -0.95
C 0.21 5.23 0.39
C 0.75 5.76 -1.98
N 2.03 4.07 -0.80
O 2.92 4.90 -0.42
H 3.13 3.04 1.43
H 4.31 2.87 0.13
H 3.48 1.43 0.77
H 1.90 1.30 -2.25
H 3.56 1.28 -1.64
H 2.97 2.66 -2.57
H 0.86 2.48 1.10
H 1.16 0.97 0.29
H -2.17 2.54 -0.01
H -1.65 1.37 -2.40
H -0.09 3.34 -2.50
H -1.30 4.01 -1.41
H 0.88 6.04 0.68
H 0.20 4.49 1.19
H -0.80 5.63 0.29
H -0.14 6.39 -1.94
H 0.84 5.36 -3.00
H 1.62 6.37 -1.77
C 0.17 -2.97 2.76
C 0.21 -1.61 2.11
O 1.26 -1.02 1.92
N -0.98 -1.07 1.76
C -2.29 -1.67 1.88
H 1.20 -3.27 2.97
H -0.39 -2.95 3.69
H -0.30 -3.69 2.10
H -0.93 -0.16 1.33
H -2.75 -1.80 0.90
H -2.95 -1.04 2.49
H -2.22 -2.65 2.33
C -0.71 -6.57 0.71
C -1.84 -5.70 0.19
O -2.02 -4.57 0.59
N -2.64 -6.24 -0.77
C -2.58 -7.55 -1.37
H -0.17 -6.00 1.46
H -1.10 -7.48 1.17
H -0.03 -6.85 -0.09
H -3.37 -5.61 -1.08
H -2.42 -7.48 -2.45
H -3.49 -8.11 -1.19
H -1.75 -8.11 -0.95